{
  "formula": "C24H32Cl4N2O5P2Ru",
  "method": "ωB97M-V with the def2-TZVPD basis set",
  "spin_multiplicity": 6,
  "total_charge": 1,
  "relative_energy_kcal_mol": 76.8,
  "s_squared": 8.80,
  "orbital_gap_ev": [7.38, 6.43],
  "species": ["Ru", "Cl", "Cl", "Cl", "Cl", "P", "P", "O", "O", "O", "O", "O", "N", "N", "C", "C", "C", "C", "C", "C", "C", "C", "C", "C", "C", "C", "C", "C", "C", "C", "C", "C", "C", "C", "C", "C", "C", "C", "H", "H", "H", "H", "H", "H", "H", "H", "H", "H", "H", "H", "H", "H", "H", "H", "H", "H", "H", "H", "H", "H", "H", "H", "H", "H", "H", "H", "H", "H", "H", "H"],
  "xyz": [[0.3003, -0.4965, -0.7601], [-2.1515, -1.7433, 3.0867], [-1.0285, 5.4644, 1.3920], [-1.6988, 2.9295, 5.7934], [-2.6549, -0.0500, 5.6878], [-1.7058, -1.7601, -1.4279], [1.1477, -2.7304, -0.1324], [0.3695, 2.1795, 1.1688], [-0.4789, 1.9753, -0.9610], [2.6411, 2.2819, 0.9003], [-0.5229, -0.3873, 1.1093], [1.3453, 0.6301, -2.3439], [1.5310, 2.1903, -3.9555], [1.7024, 2.8046, 2.9603], [-1.4364, 1.9671, 4.4056], [-0.0797, 2.9314, -0.0118], [-0.5833, 1.7308, 2.1469], [1.0708, 3.3927, -4.6481], [1.9189, -2.9240, 1.4999], [-0.8146, 2.6835, 3.2442], [2.2796, -3.6045, -1.2636], [0.9499, 1.6932, -2.8740], [2.6237, 1.4702, -4.6067], [-0.2326, -5.0834, 0.4892], [-1.8555, 0.6665, 4.3463], [-0.3196, -3.8189, -0.0916], [-1.6348, -0.1191, 3.1909], [0.4979, 3.4401, 3.5461], [2.9664, 3.0437, 3.6610], [-3.2496, -1.0986, -0.7366], [-2.6283, -4.2692, -0.6232], [-2.5309, -5.5215, -0.0418], [-1.3277, -5.9298, 0.5171], [-2.1214, -2.1489, -3.1598], [-1.5325, -3.4076, -0.6542], [-0.2605, 2.4123, -2.2887], [1.7760, 2.4694, 1.6883], [-0.8887, 0.4099, 2.0762], [1.9151, 3.8111, -5.1901], [-3.3906, -6.1776, -0.0224], [3.1289, 4.1156, 3.7749], [2.8306, 0.5537, -4.0674], [0.8019, 3.4842, -0.3346], [0.6982, -5.4180, 0.9303], [3.7831, 2.6140, 3.0897], [-3.1293, -0.9919, 0.3411], [0.6732, 3.4959, 4.6177], [1.8553, -3.6086, -2.2674], [2.1859, -3.9601, 1.7062], [-2.9909, -2.8059, -3.2020], [-1.2444, -6.9062, 0.9752], [2.9130, 2.5770, 4.6425], [-0.1592, 3.4955, -2.3217], [1.2253, -2.5637, 2.2596], [-0.8623, 3.6142, 0.3492], [3.5145, 2.0973, -4.6149], [2.8230, -2.3157, 1.5315], [-3.4382, -0.1136, -1.1650], [-3.5741, -3.9620, -1.0532], [-1.4970, 3.4904, 2.9253], [-2.3429, -1.2294, -3.7018], [0.2821, 3.1566, -5.3638], [3.2390, -3.0881, -1.2943], [-4.0998, -1.7467, -0.9493], [0.7171, 4.1509, -3.9561], [2.4334, -4.6340, -0.9382], [-1.1369, 2.1510, -2.8875], [-1.2796, -2.6455, -3.6411], [0.4004, 4.4469, 3.1324], [2.3420, 1.2394, -5.6341]],
  "forces_ev_per_a": [[0.114, 0.115, 0.063], [0.003, -0.001, 0.010], [0.063, -0.001, 0.074], [-0.011, 0.011, 0.017], [-0.013, -0.001, 0.018], [-0.080, -0.095, -0.032], [0.084, -0.057, -0.133], [-0.111, 0.101, 0.041], [-0.076, -0.019, -0.030], [-0.003, 0.013, 0.015], [0.078, 0.033, -0.030], [-0.169, 0.024, 0.087], [-0.030, -0.035, 0.030], [-0.080, 0.047, -0.106], [0.010, 0.039, -0.031], [0.043, 0.003, 0.149], [0.214, -0.054, -0.399], [0.004, 0.012, -0.003], [-0.033, 0.016, 0.008], [-0.065, 0.020, 0.167], [-0.022, 0.001, 0.028], [0.109, 0.062, -0.052], [0.007, -0.015, 0.006], [-0.011, -0.026, 0.008], [0.014, -0.012, -0.007], [0.031, 0.016, 0.020], [0.028, 0.010, -0.067], [0.112, -0.006, 0.121], [0.007, 0.004, -0.020], [-0.004, 0.004, -0.028], [-0.001, -0.025, 0.005], [0.002, 0.008, -0.002], [0.005, 0.010, -0.001], [-0.013, -0.014, 0.037], [-0.054, 0.050, -0.025], [0.051, -0.055, 0.039], [0.048, -0.051, 0.029], [-0.114, -0.010, 0.228], [-0.003, 0.003, 0.000], [-0.003, 0.002, 0.001], [0.003, -0.003, -0.005], [-0.002, 0.004, -0.003], [-0.015, 0.010, -0.023], [0.003, 0.003, -0.007], [0.004, -0.009, 0.012], [-0.001, -0.014, -0.005], [0.000, -0.031, -0.002], [0.006, -0.016, -0.002], [-0.005, 0.003, 0.020], [0.000, 0.004, -0.038], [0.003, -0.001, 0.001], [0.000, 0.008, 0.005], [0.008, -0.003, -0.012], [0.001, 0.002, 0.002], [-0.040, -0.074, -0.190], [-0.003, 0.004, -0.002], [0.001, 0.006, -0.003], [0.002, -0.001, -0.005], [0.003, -0.003, -0.001], [-0.098, -0.011, -0.068], [-0.010, 0.006, 0.008], [0.000, -0.003, 0.003], [0.001, 0.004, 0.015], [-0.013, 0.009, 0.019], [0.004, -0.001, 0.000], [0.010, -0.002, -0.012], [-0.013, -0.014, 0.026], [0.006, 0.002, 0.005], [0.008, -0.001, 0.026], [0.004, -0.004, 0.000]],
  "nbo_charge": [1.042, 0.072, -0.879, 0.081, 0.073, 0.884, 0.893, -0.413, -0.554, -0.550, -0.795, -0.708, -0.365, -0.424, 0.015, 0.198, 0.162, -0.419, -0.941, -0.370, -0.932, 0.677, -0.421, -0.186, -0.122, -0.325, -0.105, -0.231, -0.405, -0.941, -0.129, -0.200, -0.179, -0.932, -0.356, -0.163, 0.928, 0.354, 0.232, 0.231, 0.222, 0.244, 0.196, 0.217, 0.235, 0.265, 0.233, 0.246, 0.237, 0.242, 0.232, 0.220, 0.226, 0.263, 0.283, 0.221, 0.252, 0.250, 0.206, 0.321, 0.244, 0.216, 0.250, 0.237, 0.221, 0.241, 0.233, 0.249, 0.284, 0.215]
}



{
  "formula": "C24H32MnN10O2PSSe",
  "method": "ωB97M-V with the def2-TZVPD basis set",
  "spin_multiplicity": 2,
  "total_charge": 1,
  "relative_energy_kcal_mol": 3.7,
  "s_squared": 0.77,
  "orbital_gap_ev": [6.35, 6.34],
  "species": ["Se", "Mn", "S", "P", "O", "O", "N", "N", "N", "N", "N", "N", "N", "N", "N", "N", "C", "C", "C", "C", "C", "C", "C", "C", "C", "C", "C", "C", "C", "C", "C", "C", "C", "C", "C", "C", "C", "C", "C", "C", "H", "H", "H", "H", "H", "H", "H", "H", "H", "H", "H", "H", "H", "H", "H", "H", "H", "H", "H", "H", "H", "H", "H", "H", "H", "H", "H", "H", "H", "H", "H", "H"],
  "xyz": [[-0.0768, -2.4468, 0.3017], [0.5717, 0.2266, 0.2016], [0.7507, 0.0691, 2.5691], [-1.7600, 0.6470, 0.3223], [-0.8589, 2.6693, 1.4713], [2.8023, 1.9948, -1.1655], [2.4571, -0.4185, 0.2243], [0.4769, 4.3998, 0.9947], [3.0460, -0.6945, 1.4297], [2.9920, -0.7188, 3.7107], [-4.1040, 0.4573, 1.7663], [0.9177, -0.0453, -1.7954], [0.9450, 2.2311, 0.1477], [-4.1459, -0.7354, -0.3414], [-4.2371, 1.6802, -0.3333], [2.2139, -6.5731, 0.2488], [-0.3489, 5.2349, 1.8547], [-2.6463, 0.5102, 1.9370], [0.9816, -6.4332, 0.7368], [-4.6193, 1.6369, 1.0792], [-4.7025, 0.5194, -1.0023], [2.6862, -0.4646, -3.3580], [0.1573, 3.0578, 0.8850], [4.3169, -1.5038, -0.9859], [3.0115, -0.7833, -0.8827], [0.5695, 0.3317, -4.1264], [1.8642, -0.0691, -4.4047], [2.1636, -4.2242, -0.2340], [2.7765, -5.4651, -0.2255], [0.8759, -4.0830, 0.2774], [0.2819, -5.2397, 0.7758], [2.3391, -0.4606, 2.5670], [2.1817, -0.4376, -2.0716], [2.3527, 4.1466, -0.4032], [1.5634, 4.9161, 0.3491], [2.0688, 2.7252, -0.5148], [0.1432, 0.3333, -2.8059], [-2.6477, -0.7973, -0.4588], [-4.5599, -0.7249, 1.1344], [-2.8011, 1.9308, -0.5154], [2.6794, -3.3747, -0.6530], [-4.3824, 0.4979, -2.0447], [-2.3092, -1.7162, 0.0270], [-4.5434, -1.5618, -0.7908], [-5.7903, 0.4466, -0.9426], [-2.2958, -0.3973, 2.4364], [3.7095, -0.7523, -3.5401], [4.3370, -2.3364, -0.2810], [2.2379, -0.0646, -5.4191], [0.0502, 6.2446, 1.8239], [-2.5631, 2.9087, -0.1016], [4.0195, -0.9672, 1.4527], [-0.3322, 4.8660, 2.8791], [0.5229, -7.3350, 1.1251], [-0.1043, 0.6469, -4.9097], [-4.2397, 2.5292, 1.5734], [-0.7138, -5.2041, 1.1968], [-0.8560, 0.6592, -2.5442], [-2.3909, 1.3617, 2.5591], [-2.3982, -0.8974, -1.5168], [-4.1316, -1.6196, 1.5845], [-5.7098, 1.6316, 1.1426], [5.1530, -0.8361, -0.7638], [3.2077, 4.5475, -0.9214], [2.5071, -0.5744, 4.5779], [-2.5682, 1.9544, -1.5828], [3.9536, -1.0103, 3.7439], [3.7774, -5.5745, -0.6296], [4.4775, -1.9150, -1.9770], [-1.3818, 5.2425, 1.5087], [-5.6508, -0.7751, 1.1440], [1.7298, 5.9759, 0.4836]],
  "forces_ev_per_a": [[-0.595, 0.221, 0.113], [-0.260, -1.026, 0.080], [0.074, 0.373, -0.047], [0.438, -0.375, -0.077], [-0.410, -0.106, 0.258], [0.091, -0.129, -0.138], [0.270, -0.437, -0.540], [-0.060, -0.068, 0.109], [-0.077, 0.193, -0.209], [-0.059, 0.070, -0.133], [-0.003, 0.011, 0.073], [0.402, 0.366, -0.062], [0.123, 0.105, -0.070], [-0.002, -0.049, -0.019], [-0.045, 0.032, -0.030], [-0.038, 0.089, 0.016], [-0.068, -0.030, -0.007], [-0.007, -0.031, -0.052], [0.016, -0.096, 0.001], [-0.047, 0.051, 0.008], [0.006, -0.065, -0.027], [-0.248, 0.003, -0.067], [0.452, 0.202, -0.236], [0.035, 0.196, 0.166], [-0.552, 0.325, 0.219], [-0.027, -0.040, 0.083], [0.032, -0.023, 0.096], [-0.046, 0.054, -0.016], [0.043, -0.047, -0.010], [0.462, 0.101, -0.027], [-0.073, 0.111, 0.041], [0.316, -0.224, 0.090], [0.176, -0.099, 0.506], [-0.074, 0.055, 0.056], [0.092, 0.062, -0.072], [-0.021, 0.242, 0.103], [0.124, -0.104, -0.080], [-0.235, -0.062, -0.076], [-0.045, -0.022, -0.085], [0.018, 0.101, 0.116], [-0.078, -0.057, -0.068], [-0.016, 0.024, 0.029], [-0.104, 0.024, -0.038], [-0.022, 0.025, 0.027], [0.028, 0.008, -0.002], [-0.040, 0.005, -0.012], [0.022, -0.022, -0.027], [0.104, 0.028, 0.034], [-0.006, -0.003, -0.015], [-0.027, 0.032, 0.032], [-0.004, -0.039, -0.014], [-0.099, -0.019, 0.009], [-0.002, 0.003, -0.019], [-0.029, -0.034, 0.016], [0.007, 0.019, -0.012], [-0.005, -0.003, 0.010], [-0.005, -0.021, 0.003], [0.033, 0.016, -0.005], [0.042, 0.041, 0.023], [-0.014, 0.057, -0.002], [0.002, 0.027, 0.021], [0.019, 0.008, -0.004], [0.004, 0.050, -0.004], [0.037, -0.036, -0.026], [-0.022, 0.006, 0.033], [-0.042, -0.003, -0.010], [-0.019, -0.037, -0.023], [0.042, -0.011, -0.016], [-0.047, -0.020, -0.018], [0.028, 0.009, 0.010], [0.034, -0.013, 0.001], [0.001, 0.008, 0.015]],
  "mulliken_spin": [-0.005, 1.098, -0.017, -0.047, 0.004, 0.006, -0.032, -0.001, -0.002, 0.002, -0.001, -0.039, -0.031, -0.001, -0.001, 0.001, 0.000, 0.000, -0.001, 0.000, 0.000, -0.001, 0.015, 0.000, 0.001, -0.002, 0.003, 0.003, 0.000, 0.002, -0.001, 0.010, 0.005, -0.002, 0.001, 0.019, 0.019, -0.003, 0.000, -0.001, -0.001, 0.000, -0.001, 0.000, 0.000, 0.000, 0.000, 0.000, 0.000, 0.000, -0.001, 0.001, 0.000, 0.000, 0.000, 0.000, 0.000, 0.000, 0.000, -0.001, 0.000, 0.000, 0.000, 0.000, 0.000, 0.000, 0.000, 0.000, 0.000, 0.000, 0.000, 0.000]
}



> Which formula does entry 2 have?

C24H32MnN10O2PSSe